1.
The following is a DFT calculation (wB97M-V/def2-TZVPD) of a structure of composition C16H33NO4Si3V in a non-equilibrium geometry.

The geometry in XYZ format:
```
58
Properties=species:S:1:pos:R:3:forces:R:3:lowdin_charge:R:1
C -2.43207 -1.03899 4.83097 0.1 0.5 -0.1 -0.03
C -1.36552 -1.65896 3.95500 0.0 -0.2 0.2 -0.23
C -0.25758 -2.39096 4.43637 -0.4 0.4 0.0 0.01
C 0.67830 -2.91008 3.53443 0.6 -0.5 0.7 -0.07
C 0.57907 -2.72831 2.17960 -0.3 0.5 -0.4 -0.02
C -0.51261 -1.97324 1.67463 -0.2 0.0 -0.1 -0.24
C -0.69917 -1.67833 0.21747 0.6 -0.6 0.3 -0.17
Si -0.56855 0.20524 -0.14459 -0.1 0.0 0.7 0.54
C 1.15877 0.83274 0.25608 -0.2 0.2 -0.6 -0.21
C 2.25664 0.38332 -0.72496 -0.3 0.4 0.7 -0.34
O 1.81134 0.41842 -2.08442 1.1 -0.3 0.1 -0.25
Si 3.09305 0.25223 -3.19890 -0.6 -0.4 -1.0 0.48
C 2.52733 -1.09226 -4.42034 0.4 0.3 0.7 -0.15
C 4.67057 -0.44397 -2.38860 -0.3 0.7 0.7 -0.18
C 3.42976 1.90044 -4.04135 0.0 0.2 0.5 -0.15
O -1.62606 1.04418 0.85987 0.3 0.1 -1.5 -0.40
Si -2.62609 2.13965 0.02776 -0.6 -0.4 0.9 0.55
C -4.11828 1.18076 -0.63490 0.1 0.2 0.0 -0.30
C -5.48332 1.45690 0.07408 0.6 0.0 -0.1 -0.25
C -5.41384 1.58281 1.60529 -1.0 -0.2 0.3 -0.31
N -4.78552 0.43888 2.28452 0.0 0.4 0.0 0.01
C -1.45761 -1.48186 2.59251 -0.4 0.1 -0.5 -0.01
H -2.47039 0.03851 4.59192 0.0 -0.3 0.2 0.08
H -3.43947 -1.41600 4.59771 0.4 -0.1 0.2 0.09
H -2.22469 -1.11328 5.90441 -0.1 -0.2 -0.3 0.08
H -0.14961 -2.52466 5.51411 0.1 -0.1 -0.3 0.12
H 1.52334 -3.47451 3.93363 -0.3 0.1 -0.1 0.12
H 1.31030 -3.14967 1.49102 -0.1 0.1 0.2 0.12
H -1.65590 -2.08816 -0.15255 0.2 0.4 0.1 0.11
H 0.10050 -2.18950 -0.34953 -0.3 0.3 0.0 0.09
H -0.97551 0.38537 -1.54875 0.0 0.1 0.0 0.03
H 1.37605 0.55834 1.30250 0.1 0.1 -0.4 0.10
H 1.10821 1.93566 0.20881 -0.2 -0.3 0.1 0.09
H 3.08863 1.10485 -0.62777 0.0 -0.5 0.2 0.11
H 2.57144 -0.63832 -0.44727 0.2 0.3 -0.2 0.11
H 3.35494 -1.80530 -4.55141 -0.2 0.2 -0.2 0.03
H 2.22695 -0.66777 -5.38466 -0.1 -0.3 0.2 0.03
H 1.71750 -1.64675 -3.92196 0.0 0.2 -0.4 0.03
H 4.41762 -1.42494 -1.96026 0.4 0.2 -0.2 0.04
H 5.51171 -0.48674 -3.09381 -0.4 -0.2 -0.1 0.00
H 4.97911 0.22638 -1.56629 0.0 -0.3 -0.2 0.03
H 4.47264 1.94994 -4.38949 -0.4 0.0 -0.1 0.01
H 3.30195 2.73498 -3.32888 0.0 -0.3 -0.2 0.04
H 2.73032 2.08233 -4.87112 0.3 -0.1 0.2 0.04
H -1.89203 2.86528 -1.02629 0.2 -0.1 -0.1 -0.02
H -3.05020 3.13719 1.03105 0.1 0.0 0.0 -0.02
H -4.17935 1.39970 -1.71523 -0.2 -0.2 0.3 0.07
H -3.88270 0.10693 -0.54595 0.1 0.3 -0.1 0.06
H -6.14272 0.60599 -0.16262 0.0 0.4 0.0 0.11
H -5.91718 2.37913 -0.33990 -0.1 -0.3 0.2 0.11
H -4.95751 2.51813 1.95716 0.0 -0.3 -0.3 0.08
H -6.46129 1.62806 1.96009 0.3 0.1 -0.2 0.10
H -4.56412 -0.32245 1.65757 0.2 0.1 0.1 0.05
H -3.98515 0.73344 2.82617 0.1 -0.3 -0.2 0.04
H -2.31046 -0.92599 2.19643 0.3 -0.1 0.1 0.10
O 7.09501 1.54757 -3.96655 2.0 0.5 0.1 -0.41
V 8.49467 0.93075 -3.31953 -1.1 -2.1 1.0 1.34
O 10.01877 0.56689 -2.79328 -1.0 1.5 -1.1 -0.40
```
Forces are in eV/Å.

Total charge = +1
DFT total energy = -76118.1210 eV
Strongest force on any atom = 2.56 eV/Å

=====

2.
The following is a DFT calculation (wB97M-V/def2-TZVPD) of a structure of composition C3H4DyO3 in a non-equilibrium geometry.

The geometry in XYZ format:
```
11
Properties=species:S:1:pos:R:3:forces:R:3:lowdin_spin:R:1
H 0.18253 0.75588 -1.02286 0.2 -3.4 0.2 -0.05
H 2.07042 -1.69806 0.01381 0.4 0.4 -0.5 0.00
C 1.62850 -0.69418 -0.09454 1.8 1.1 1.7 -0.08
C 0.22522 -0.62604 -0.40663 -1.5 4.1 -1.1 -0.08
O -0.48795 -0.20842 0.74642 2.4 -0.3 0.9 -0.02
C -1.79802 -0.37204 0.75386 -2.1 -0.5 -0.4 0.00
O -2.28195 0.71278 0.20922 0.1 0.3 -0.4 -0.01
Dy 1.62058 2.71006 0.38277 0.0 -1.0 -0.2 5.29
O 2.27013 0.33526 0.24306 -0.9 -1.2 -0.4 -0.04
H -0.20130 -1.51512 -0.88165 -0.1 0.5 -0.2 0.00
H -3.22816 0.59989 0.05655 -0.3 0.0 0.3 0.00
```
Forces are in eV/Å.

ΔE to the lowest compared entry with this formula, charge and spin = 67.5 kcal per mole
Total charge = +1
Strongest force on any atom = 4.53 eV/Å
Multiplicity = 6

=====

3.
The following is a DFT calculation (wB97M-V/def2-TZVPD) of a cluster of 2 separate species, C5H14 in total in a non-equilibrium geometry.

The geometry in XYZ format:
```
19
Properties=species:S:1:pos:R:3:forces:R:3:lowdin_charge:R:1
C 0.81002 1.45088 1.29371 -3.3 1.3 -1.5 -0.30
C 0.34721 1.98842 2.61999 0.1 -0.3 2.3 -0.16
C -0.34022 0.46748 0.81063 0.1 1.3 -0.2 -0.11
H 0.89624 2.32620 0.53167 -0.5 -1.4 1.1 0.12
H 1.80492 1.18635 1.33257 1.9 -1.7 0.2 0.05
H -0.62295 1.64130 3.09185 1.1 -0.4 -0.9 0.09
H -0.96102 0.05363 1.64109 0.3 1.1 -0.3 0.06
H -0.92622 1.22449 0.14764 0.4 -2.3 0.8 0.11
H 0.14171 3.01636 2.55945 0.2 1.7 0.0 0.04
H 1.14321 1.82979 3.38125 -0.6 0.3 -0.2 0.08
H -0.02086 -0.48876 0.40525 0.3 0.4 -1.2 0.02
C -0.92406 -2.12952 -1.90121 -2.8 -1.7 3.3 -0.26
C 0.21674 -1.64699 -2.70487 3.2 -1.8 -2.9 -0.24
H -1.37432 -3.20102 -2.21757 0.9 2.7 0.3 0.10
H -0.79303 -2.29987 -0.66597 0.5 0.4 -3.4 0.11
H -1.71244 -1.34902 -1.83464 0.0 -0.7 -0.4 0.05
H 0.88484 -2.63428 -2.93371 -0.7 2.6 1.0 0.11
H 0.10266 -1.32504 -3.80635 -1.1 -0.5 1.6 0.08
H 0.77909 -0.76175 -2.34200 -0.1 -1.0 0.5 0.06
```
Forces are in eV/Å.

ΔE to the lowest compared entry with this formula, charge and spin = 55.8 kcal per mole
Total charge = 0
Strongest force on any atom = 4.65 eV/Å
SMILES = CCC.CC

=====

4.
The following is a DFT calculation (wB97M-V/def2-TZVPD) of an isolated molecule of C3H5NO2S2 in a non-equilibrium geometry.

The geometry in XYZ format:
```
13
Properties=species:S:1:pos:R:3:forces:R:3:lowdin_charge:R:1
C -1.11650 0.26428 -1.28667 -2.1 -3.7 -1.2 -0.30
C 0.23822 0.32466 -0.81560 2.2 -1.0 2.4 -0.40
C 0.00559 0.00217 0.63348 1.7 2.0 2.9 -0.64
N 0.93944 0.70523 1.82785 -5.9 0.0 -2.7 0.09
O -2.25508 -1.45860 0.44833 -0.9 -1.1 0.5 -0.54
O 2.17275 -1.43105 0.29042 -0.9 -0.1 -0.5 -0.54
S -1.87126 -0.05797 0.44272 1.9 0.5 -0.8 0.97
S 0.74113 -1.43419 -0.15057 1.2 0.8 -0.1 1.03
H -1.60982 1.08073 -1.67474 -0.6 2.1 -1.1 0.05
H -1.37521 -0.67532 -1.99387 0.5 2.0 1.7 0.16
H 1.10491 0.94812 -0.94302 0.0 0.2 -1.1 0.12
H 1.75735 0.23583 1.89292 3.0 -3.1 0.3 -0.02
H 1.26849 1.49610 1.32875 -0.1 1.4 -0.4 0.03
```
Forces are in eV/Å.

ΔE to the lowest compared entry with this formula, charge and spin = 120.2 kcal per mole
Total charge = 0
Strongest force on any atom = 6.51 eV/Å

=====

5.
The following is a DFT calculation (wB97M-V/def2-TZVPD) of a structure of composition C3H7N2OS in a non-equilibrium geometry.

The geometry in XYZ format:
```
14
Properties=species:S:1:pos:R:3:forces:R:3:lowdin_spin:R:1
C -0.08994 -0.50725 0.02303 1.7 1.2 0.7 0.10
C -1.27575 1.27932 0.80586 0.7 0.5 -1.9 0.03
C 1.13288 -1.30742 -0.28422 -1.1 -0.9 -0.5 0.03
N -1.30676 -0.98269 0.04591 2.1 -2.2 -2.2 0.29
N -0.02677 0.70658 0.71086 -2.0 -1.7 -1.6 0.03
O -1.37818 2.10098 -0.83323 0.6 -1.5 1.3 0.39
S -2.46532 0.03715 0.85452 -4.5 2.2 2.1 1.09
H -1.30825 2.17821 1.37768 -0.6 0.2 0.7 0.01
H 1.58764 -1.36902 -1.33674 -1.2 0.4 1.4 0.00
H 0.61544 -2.27525 -0.01735 1.9 0.1 -0.3 0.00
H 1.89612 -0.97133 0.40663 0.3 -0.4 0.2 0.01
H -1.51899 -1.99291 -0.14214 0.3 1.2 0.0 0.01
H 0.65054 1.38392 0.58413 2.4 1.0 -0.4 0.00
H -2.11081 2.70772 -1.01689 -0.4 -0.1 0.6 0.00
```
Forces are in eV/Å.

ΔE to the lowest compared entry with this formula, charge and spin = 44.0 kcal per mole
Total charge = +1
Strongest force on any atom = 5.42 eV/Å
Multiplicity = 3

=====

6.
The following is a DFT calculation (wB97M-V/def2-TZVPD) of a structure of composition C23H34NO2P2ReTe in a non-equilibrium geometry.

The geometry in XYZ format:
```
64
Properties=species:S:1:pos:R:3:forces:R:3:lowdin_spin:R:1
C -0.86036 4.05376 -2.25410 -0.7 -0.6 -0.4 0.14
C -0.99114 2.72636 -1.76462 1.3 0.6 0.5 0.03
N -0.03701 2.30097 -0.84517 -0.3 0.7 0.4 0.13
C 0.91894 3.11205 -0.36063 -0.6 -0.2 -0.2 0.01
C 0.97364 4.44365 -0.76848 0.3 0.1 0.0 0.15
C 0.09239 4.90528 -1.74502 0.2 0.2 0.1 0.00
C -1.98269 1.81882 -2.14996 -0.6 0.6 -0.7 0.45
P -2.14977 0.22159 -1.36366 -1.5 0.0 0.0 0.10
Re -0.18681 0.24770 -0.14016 -0.7 -0.6 2.2 1.33
P 1.93864 0.67563 0.53347 1.4 1.0 1.8 0.04
C 1.88874 2.53018 0.64037 0.6 -0.1 -0.2 0.00
C 0.01979 -1.75252 0.07923 0.0 -0.8 -0.2 0.05
C -1.06916 -2.49258 0.61970 0.4 -0.4 -0.1 0.10
C -1.12539 -3.87967 0.46929 -0.2 0.1 0.2 0.00
C -0.13123 -4.56197 -0.23506 -0.1 0.4 0.0 0.08
C 0.91603 -3.83829 -0.80919 0.5 0.0 0.0 -0.01
C 1.03385 -2.46301 -0.62186 -0.8 -0.5 0.3 0.07
O -1.10154 0.88325 -6.12694 1.0 0.2 2.2 0.00
O 1.85320 -3.94618 -3.69827 -1.4 -1.5 0.6 0.00
H -1.54812 4.34431 -3.04580 0.2 0.2 0.2 0.00
H 1.74185 5.07759 -0.33253 -0.2 0.0 -0.2 0.01
H 0.16894 5.93118 -2.10742 -0.1 -0.3 0.1 0.00
C -3.76719 0.20687 -0.53289 -0.4 0.3 -0.3 0.03
C -2.34720 -0.99048 -2.71064 0.0 0.1 -0.3 0.03
H 2.91054 2.87498 0.43505 -0.2 0.3 0.1 0.00
H 1.63711 2.82204 1.67193 -0.2 -0.1 -0.3 0.00
H -1.36108 0.81103 -7.01125 -0.7 -0.2 -2.1 0.00
H -2.68446 2.13280 -2.92539 0.2 0.0 0.1 0.02
C 2.57134 0.09798 2.13337 0.4 0.2 0.1 0.01
C 3.30756 0.36644 -0.62805 0.2 0.0 0.1 0.00
H -1.86140 -1.96515 1.16141 0.2 -0.2 -0.2 0.00
H -1.96046 -4.42939 0.90769 0.2 0.1 -0.1 0.00
H -0.17379 -5.64439 -0.34571 0.0 0.3 0.0 0.00
H 1.64967 -4.34350 -1.43310 -0.1 0.0 0.3 0.00
H 1.88160 -1.92455 -1.05535 -0.3 -0.3 0.0 0.00
H 0.14194 0.30857 -1.67919 -1.4 0.0 -3.8 0.01
H 0.97777 -3.91868 -4.11532 0.4 0.0 0.2 0.00
H 2.33725 -3.25631 -4.08127 1.1 1.5 -1.0 0.00
H -0.15053 1.05863 -6.16386 -0.3 0.0 0.0 0.00
H 0.88472 0.13282 -1.51757 2.0 -0.9 0.4 0.00
H -4.48270 0.74089 -1.17298 -0.1 -0.3 0.2 0.00
H -4.08949 -0.83277 -0.39270 0.1 0.2 0.0 0.00
H -3.70340 0.70311 0.44511 0.0 -0.2 -0.4 0.01
H -3.27671 -0.78525 -3.25865 0.2 -0.1 0.1 0.00
H -1.50540 -0.91648 -3.41219 -0.2 0.0 0.2 0.00
H -2.38247 -2.00282 -2.28669 0.0 0.3 0.0 0.00
H 4.11081 1.09283 -0.43905 -0.1 -0.3 -0.1 0.00
H 3.68720 -0.65164 -0.46720 0.0 0.3 -0.1 0.00
H 2.95232 0.46431 -1.66326 0.2 0.0 0.3 0.00
H 3.52905 0.58993 2.35465 -0.2 -0.2 0.0 0.00
H 1.85411 0.29678 2.94008 0.1 0.0 -0.3 0.00
H 2.72196 -0.98703 2.06267 0.0 0.2 0.0 0.00
Te -1.39532 1.26007 2.01241 -0.1 -0.4 0.6 0.16
C -0.71236 0.30184 3.79995 0.2 0.3 0.2 0.02
C -0.71045 1.09896 4.96287 0.2 -0.7 -0.2 0.01
C -0.27553 0.54209 6.17165 -0.1 -0.1 -0.3 0.00
C 0.14845 -0.79324 6.21760 0.0 0.1 -0.2 0.01
C 0.14290 -1.57899 5.05965 -0.2 0.3 -0.2 0.00
C -0.29900 -1.03780 3.84276 0.0 0.3 0.2 0.01
H -1.04542 2.13570 4.88937 0.1 -0.3 0.2 0.00
H -0.27015 1.15375 7.07420 0.0 -0.2 -0.2 0.00
H 0.48477 -1.22160 7.16045 -0.1 0.1 -0.2 0.00
H 0.47975 -2.61604 5.09104 -0.1 0.3 0.1 0.00
H -0.31915 -1.63437 2.92517 0.1 0.2 0.4 0.00
```
Forces are in eV/Å.

Total charge = +1
DFT total energy = -57980.8283 eV
Strongest force on any atom = 4.05 eV/Å
Multiplicity = 4

=====

7.
The following is a DFT calculation (wB97M-V/def2-TZVPD) of a structure of composition C36H29N2O2P2S3Tc.

The geometry in XYZ format:
```
75
Properties=species:S:1:pos:R:3:forces:R:3:lowdin_spin:R:1
Tc -0.67794 -0.04181 -0.15771 0.1 -0.1 0.6 0.88
C 3.15438 1.08415 4.84627 0.0 0.0 0.0 0.00
C 1.78439 0.99903 4.63995 0.0 0.0 0.0 0.00
C 1.28593 0.89031 3.34922 0.0 0.0 0.0 0.00
C 2.13585 0.86796 2.24859 0.0 0.0 0.0 0.00
C 3.51096 0.94659 2.46819 0.0 0.0 0.0 0.00
C 4.01585 1.05524 3.75751 0.0 0.0 0.0 0.00
P 1.40128 0.85209 0.56178 -0.1 -0.1 -0.2 0.03
C 2.82904 0.24984 -0.41670 0.0 0.1 0.0 0.00
C 3.28390 -1.05021 -0.19471 0.0 0.0 0.0 0.00
C 4.25699 -1.60759 -1.01077 0.0 0.0 0.0 0.00
C 4.79008 -0.86925 -2.06064 0.0 0.0 0.0 0.00
C 4.34511 0.42411 -2.28671 0.0 0.0 0.0 0.00
C 3.36550 0.97961 -1.47186 0.1 0.0 0.0 0.00
C 1.25416 2.63016 0.18827 -0.1 0.0 0.0 0.01
C 2.22303 3.56277 0.44353 0.0 0.1 0.0 0.00
C 2.00107 4.91679 0.10886 0.0 -0.1 0.0 0.00
C 0.82185 5.29309 -0.47394 0.0 0.0 0.0 0.00
C -0.19968 4.34959 -0.74850 0.0 0.1 0.0 0.00
C -1.42062 4.72052 -1.36671 0.1 0.0 0.0 0.00
C -2.35740 3.75926 -1.62053 0.0 -0.1 0.0 0.00
C -2.14625 2.40794 -1.25070 0.0 0.1 0.0 0.01
C -0.99234 1.98243 -0.62198 0.0 0.2 -0.1 0.01
C 0.00909 2.99135 -0.39860 0.0 -0.1 0.0 0.00
H 3.55055 1.16838 5.85086 0.0 0.0 0.0 0.00
H 1.10285 1.01221 5.48231 0.0 0.0 0.0 0.00
H 0.22087 0.81841 3.18696 0.0 0.0 0.0 0.00
H 4.19498 0.91349 1.62922 0.0 0.0 0.0 0.00
H 5.08713 1.11336 3.91013 0.0 0.0 0.0 0.00
H 2.86287 -1.64320 0.61126 0.0 0.0 0.0 0.00
H 4.58614 -2.62483 -0.83779 0.0 0.0 0.0 0.00
H 5.53788 -1.30873 -2.70924 0.0 0.0 0.0 0.00
H 4.74179 0.99843 -3.11500 0.0 0.0 0.0 0.00
H 3.00197 1.97908 -1.67635 0.0 0.0 0.0 0.00
H 3.16249 3.27068 0.90102 0.0 0.0 0.0 0.00
H 2.76940 5.65300 0.31329 0.0 0.0 0.0 0.00
H 0.65062 6.33231 -0.73811 0.0 0.0 0.0 0.00
H -1.58196 5.75650 -1.64514 0.0 0.0 0.0 0.00
H -3.28384 4.03059 -2.11654 0.0 0.0 0.0 0.00
H -2.91708 1.68060 -1.48733 0.0 0.0 0.0 0.00
O -2.75660 -0.87948 -3.13159 -0.1 0.1 -0.1 0.00
C -2.66828 -1.45878 -2.06461 0.1 0.2 0.2 0.00
O -2.42498 -0.90608 -0.92149 -0.1 -0.2 -0.1 0.05
C -2.91750 -2.96128 -2.03768 -0.1 0.0 -0.1 0.00
C -3.58969 -3.45953 -3.15586 0.1 -0.1 0.0 0.00
C -3.89527 -4.80070 -3.29463 0.0 -0.1 0.1 0.00
C -3.49178 -5.69682 -2.31250 0.0 0.1 0.0 0.00
C -2.79377 -5.23156 -1.21301 0.0 0.1 0.0 0.00
C -2.52946 -3.86525 -1.03985 -0.1 -0.1 -0.1 0.00
S -1.78943 -3.54441 0.53880 0.0 0.2 0.1 0.01
H -3.84950 -2.74346 -3.92383 0.0 0.0 0.0 0.00
H -4.41999 -5.15032 -4.17580 0.0 0.0 0.0 0.00
H -3.68950 -6.75686 -2.41309 0.0 0.0 0.0 0.00
H -2.42957 -5.92718 -0.46757 0.0 0.0 0.0 0.00
S -0.05388 -2.35887 0.19657 -0.2 0.0 0.2 0.01
C 0.41992 -2.89430 -1.39380 0.4 -0.2 -0.4 0.00
C 0.78251 -4.26998 -1.54609 -0.1 0.3 0.1 0.00
N 1.05096 -5.39010 -1.61708 0.0 0.1 0.0 0.00
C 0.58236 -1.96719 -2.41161 0.2 -0.4 0.0 0.00
S 0.28120 -0.31419 -2.33223 0.1 0.0 -0.3 0.00
C 1.13153 -2.46036 -3.66432 -0.1 0.1 0.2 0.00
N 1.57892 -2.83040 -4.65653 0.0 0.0 0.0 0.00
C -2.26060 1.98360 2.38020 0.0 0.1 0.0 0.00
P -2.07174 0.28161 1.73160 0.1 0.0 -0.2 -0.01
C -3.82367 -0.09435 1.36684 0.0 0.1 0.0 0.00
C -1.86200 -0.68567 3.29481 0.0 0.0 0.0 0.00
H -2.96819 2.01944 3.21281 0.0 0.0 0.0 0.00
H -2.62718 2.60856 1.56394 0.0 0.0 0.0 0.00
H -1.30212 2.39828 2.69837 0.0 0.0 0.0 0.00
H -4.45380 0.19892 2.21018 0.0 0.0 0.0 0.00
H -3.92989 -1.15950 1.16695 0.0 0.0 0.0 0.00
H -4.12440 0.44330 0.46739 0.0 0.0 0.0 0.00
H -2.83170 -1.03702 3.65239 0.0 0.0 0.0 0.00
H -1.40949 -0.08295 4.08364 0.0 0.0 0.0 0.00
H -1.22427 -1.55136 3.11705 0.0 0.0 0.0 0.00
```
Forces are in eV/Å.

ΔE to the lowest compared entry with this formula, charge and spin = 2.9 kcal per mole
Total charge = -1
Strongest force on any atom = 0.65 eV/Å
Multiplicity = 2

=====

- The lowest strongest force on any atom belongs to which entry?
  C36H29N2O2P2S3Tc